(1)
Computed, not measured: a cluster of 9 separate species, C22H38Cl14F6O4 in total at a distorted geometry, with the ωB97M-V functional and the def2-TZVPD basis.

## Properties
E (eV): -223241.51744
SMILES string: CCOC(=O)C(F)(F)F.CCOC(=O)C(F)(F)F.ClCCCl.ClCCCl.ClCCCl.ClCCCl.ClCCCl.ClCCCl.ClCCCl

Structure (ORCA input):
```
! wB97M-V def2-TZVPD RIJCOSX def2/J DEFGRID3
* xyz 0 1
C -1.17281 0.60549 1.74285
C -0.01774 -0.13560 1.11973
O -0.09515 -0.14254 -0.31499
C 1.07375 -0.22436 -0.90741
O 2.12295 -0.44069 -0.37725
C 1.00514 -0.29563 -2.44569
F -0.22860 -0.08094 -2.91907
F 1.79624 0.64220 -2.98260
F 1.44989 -1.48397 -2.83372
H -1.15698 1.65555 1.46263
H -1.12392 0.47736 2.82326
H -2.13834 0.15746 1.49914
H -0.05672 -1.15721 1.51854
H 0.94123 0.19882 1.51419
C 0.47853 3.21678 -0.64655
C -0.47434 4.33277 -1.03752
O -1.29104 4.74145 0.03660
C -2.31366 3.98362 0.37730
O -2.72741 3.11400 -0.32650
C -3.00922 4.41490 1.67852
F -2.89150 5.72808 1.84985
F -4.27668 4.08350 1.65568
F -2.40384 3.81479 2.70856
H 1.20643 3.51199 0.10992
H 1.01324 2.87671 -1.53576
H 0.02450 2.33606 -0.19516
H -1.06813 4.00619 -1.89161
H 0.09783 5.16993 -1.43291
Cl 2.63133 -1.86950 -7.49372
C 2.73725 -2.66230 -5.85736
C 3.59406 -1.75397 -4.99540
Cl 4.09054 -2.54144 -3.48304
H 3.17541 -3.64468 -5.97547
H 1.72893 -2.65345 -5.45737
H 3.11930 -0.79833 -4.77932
H 4.50286 -1.42690 -5.50134
Cl -0.70158 -3.73954 -1.11188
C -2.15642 -2.74116 -1.16120
C -3.38803 -3.63602 -1.36480
Cl -3.34630 -4.53814 -2.87202
H -2.10234 -2.04479 -1.99856
H -2.21443 -2.14117 -0.25550
H -4.31727 -3.07415 -1.29523
H -3.39237 -4.30151 -0.49931
Cl 5.89420 -1.06318 2.82216
C 5.41892 -1.42474 1.14281
C 5.61191 -0.27912 0.14924
Cl 4.98713 1.25718 0.80890
H 4.34892 -1.61683 1.17782
H 5.94999 -2.33895 0.89511
H 4.89014 -0.49052 -0.63769
H 6.63130 -0.12336 -0.18250
Cl 0.98694 3.34057 2.77095
C 0.89638 4.16094 4.35422
C 2.12695 4.99010 4.62124
Cl 2.46138 6.19009 3.33704
H 0.81522 3.34240 5.06466
H 0.01426 4.79610 4.33471
H 2.98377 4.36781 4.86090
H 1.85991 5.57202 5.50662
Cl 3.37460 -4.54487 1.07262
C 1.77681 -4.74066 1.82275
C 1.45028 -3.58942 2.74778
Cl -0.19147 -3.83346 3.41489
H 1.78280 -5.63342 2.44418
H 1.09640 -4.81143 0.98120
H 1.48998 -2.61984 2.25312
H 2.13145 -3.52507 3.59332
Cl -2.90282 -1.43009 3.92782
C -3.83381 -2.82486 3.29560
C -5.19388 -2.36910 2.85228
Cl -5.02519 -1.34849 1.41306
H -3.88329 -3.53733 4.11952
H -3.21501 -3.29201 2.53387
H -5.75922 -1.84258 3.62023
H -5.88948 -3.15821 2.56095
Cl -1.36875 2.87129 -4.41355
C -2.42898 1.40574 -4.41473
C -3.05314 1.25826 -3.03394
Cl -4.13395 -0.14870 -2.98419
H -1.76807 0.60238 -4.72084
H -3.17138 1.59962 -5.18302
H -3.62176 2.14843 -2.78324
H -2.26407 1.14365 -2.29437
*
```


(2)
Computed, not measured: a structure of composition C22H38P2Pd at a distorted geometry, with the ωB97M-V functional and the def2-TZVPD basis.

## Properties
E (eV): -45476.62261

Structure (ORCA input):
```
! wB97M-V def2-TZVPD RIJCOSX def2/J DEFGRID3
* xyz 0 3
P -0.44341 -1.40729 -2.55252
P 0.61042 1.84615 -1.69545
C 0.09713 -0.07574 -3.76260
C 1.14541 0.90224 -3.20849
H -0.83059 0.43383 -4.08184
H 0.50674 -0.53366 -4.67879
H 2.13042 0.42418 -3.06109
H 1.30493 1.69201 -3.96563
C -0.25362 3.15508 -2.63640
H -0.32371 4.06808 -2.03646
H -1.24536 2.86033 -3.00497
H 0.37793 3.38771 -3.50695
C 1.95760 2.82226 -1.03395
H 2.12437 3.64037 -1.75754
H 2.87484 2.22189 -0.96184
H 1.69234 3.26665 -0.06433
C -1.92992 -2.38095 -3.20339
H -1.80869 -3.42672 -2.87605
H -2.00570 -2.33784 -4.30305
H -2.88721 -2.01408 -2.80514
C 0.49496 -2.73258 -3.75044
H 1.58222 -2.53918 -3.76987
H 0.12553 -2.70206 -4.79395
H 0.31839 -3.74076 -3.33733
Pd 1.25420 0.95242 2.40125
C -0.82053 0.84182 -1.08246
C -1.61736 -0.30281 -1.64773
C -2.28625 -1.12922 -0.48071
C -1.33512 -2.24637 0.08507
C -0.34934 -2.67403 -0.93302
C 0.84161 -1.93633 -1.32242
C 1.26206 -0.69067 -0.48262
C 0.12043 0.23061 0.01428
C 0.96714 -1.06624 2.75275
H -1.47840 1.57790 -0.59439
H -2.41833 0.07676 -2.30757
H -3.19196 -1.66547 -0.81692
H -2.60649 -0.41782 0.30001
H -0.79951 -1.93045 0.99412
H -1.93730 -3.11573 0.41217
H -0.39089 -3.71476 -1.29094
H 1.75081 -2.41577 -1.72673
H 2.00950 -0.09106 -1.06403
H 1.81999 -1.04094 0.40313
H -0.51140 -0.30973 0.70696
H 0.55519 1.01581 0.72020
H 1.53719 -1.16924 3.70460
H 1.32017 -1.77518 1.97079
H -0.11478 -1.19301 2.95388
C 0.11591 2.68375 2.91574
C 0.05172 1.80331 4.08626
C 1.30282 1.38520 4.66789
C 1.28380 0.46478 5.75358
C 0.06868 -0.00213 6.26477
C -1.13920 0.35985 5.62658
C -1.17229 1.23018 4.56356
H -0.79847 2.83398 2.32919
H 0.82330 3.52381 2.95462
H 2.19550 2.00974 4.50651
H 2.21458 0.16053 6.22670
H 0.03870 -0.64976 7.14195
H -2.07943 -0.01437 6.04775
H -2.10126 1.57078 4.09329
*
```


(3)
Computed, not measured: a structure of composition C22H39BBeCaFIKN4O19PS2 at a distorted geometry, with the ωB97M-V functional and the def2-TZVPD basis.

## Properties
E (eV): -145910.89716

Structure (ORCA input):
```
! wB97M-V def2-TZVPD RIJCOSX def2/J DEFGRID3
* xyz -2 1
C 5.85919 1.34471 3.23140
C 4.63599 1.06626 2.32940
O 3.53633 0.85171 3.14596
C 2.50877 0.32223 2.37333
C 1.39768 1.23063 2.30432
B 1.53159 2.55956 3.19070
C 2.72723 3.52242 3.32400
O 0.42478 2.90641 3.93141
C 0.32057 0.95153 1.53992
C -0.91073 1.77769 1.41908
I -1.45269 2.03145 -0.64950
C -1.97979 1.13218 2.33667
C -3.40686 1.07914 1.81521
C 0.34929 -0.28943 0.83461
N -0.61291 -0.77996 0.07486
S -0.17947 -2.19010 -0.46731
N 1.26867 -2.31270 0.24902
C 1.44449 -1.20042 0.94921
C 2.57659 -0.87902 1.74977
C 3.69082 -1.86836 1.84301
H 5.87008 2.36974 3.57455
H 6.82786 1.14174 2.75773
H 5.81773 0.67534 4.07982
H 4.54554 1.95031 1.67063
H 4.87587 0.16150 1.73681
H 3.20268 3.43553 4.29485
H 3.43006 3.47199 2.49987
H 2.29563 4.52937 3.31388
H 0.28725 3.88714 3.82111
H -0.79101 2.79350 1.74562
H -1.99798 1.74431 3.23199
H -1.69682 0.13085 2.64694
H -3.55845 0.27864 1.10328
H -4.04889 0.83923 2.65977
H -3.75192 2.02716 1.42316
H 4.06205 -1.98969 2.85630
H 3.34151 -2.83798 1.50801
H 4.53640 -1.63841 1.19765
Be -0.64521 5.00121 5.04717
C 3.64478 8.37802 3.76822
C 2.83626 7.08714 4.09421
O 1.84559 6.84568 3.34308
O 3.25126 6.41622 5.06127
H 3.21235 8.89307 2.90760
H 3.64643 9.04276 4.63494
H 4.67390 8.11123 3.54638
F 5.20327 9.90696 5.23455
Ca 6.27116 0.60873 0.37173
N -3.94373 -2.57575 -0.05743
O -3.34511 -3.61104 -0.45443
O -4.34249 -2.48147 1.10021
O -4.11902 -1.62887 -0.87028
C -1.09871 -9.40426 1.69506
O -1.02845 -8.06690 2.21732
C -1.18168 -7.11618 1.30233
O -1.35402 -7.26385 0.13206
O -1.09314 -5.92857 1.93693
C -1.22065 -4.76901 1.07524
H -0.95999 -10.06914 2.54080
H -2.07222 -9.58350 1.24691
H -0.30938 -9.57135 0.96637
H -2.19468 -4.75466 0.59253
H -0.41921 -4.75597 0.33122
H -1.13205 -3.87306 1.69507
O 6.10884 1.12719 -2.93946
S 5.56251 0.93688 -4.32079
O 5.01098 2.19348 -4.82691
O 4.52018 -0.09990 -4.24508
O 6.65529 0.46360 -5.19249
C -5.76676 0.03035 -3.95584
C -4.58181 -0.42975 -4.79123
C -4.96180 -1.05673 -6.13012
O -5.47973 -2.36123 -5.94976
C -6.90060 -2.46661 -5.89607
N -3.85167 -1.48488 -4.01690
H -6.33551 -0.80964 -3.55574
H -5.43135 0.62633 -3.10723
H -6.43320 0.64713 -4.55573
H -3.89081 0.39915 -4.94184
H -4.05926 -1.17113 -6.73671
H -5.64596 -0.41373 -6.68476
H -7.38467 -1.66208 -6.45139
H -7.25063 -2.45764 -4.86202
H -7.17751 -3.42055 -6.33984
H -3.74563 -1.24549 -3.02221
H -2.92870 -1.67834 -4.40695
H -4.37968 -2.35987 -4.08512
K 0.72961 -5.07971 2.62083
O 2.14911 2.71268 -6.60296
P 1.31171 2.54121 -5.34138
O -0.14297 2.89923 -5.65531
O 1.84102 3.46302 -4.25111
O 1.35658 1.09335 -4.86198
*
```


(4)
Computed, not measured: a structure of composition C22H39Br2GeNOPdSeSi2 at a distorted geometry, with the ωB97M-V functional and the def2-TZVPD basis.

## Properties
E (eV): -308168.47157

Structure (ORCA input):
```
! wB97M-V def2-TZVPD RIJCOSX def2/J DEFGRID3
* xyz -2 1
Pd -1.30315 0.08722 0.08294
C -0.90076 0.17953 -3.15438
C -0.82726 -1.25894 -2.70768
C -1.07718 -2.30493 -3.61147
C -1.05740 -3.59331 -3.17898
C -0.77019 -3.88215 -1.83467
C -0.78242 -5.18806 -1.29112
Br -1.22018 -6.69384 -2.39864
C -0.48098 -5.41749 0.02042
C -0.10377 -4.36202 0.84238
Br 0.36072 -4.74731 2.64568
C -0.01197 -3.00592 0.42288
O 0.41792 -2.09373 1.13984
C -0.44590 -2.78150 -0.98131
N -0.51471 -1.48803 -1.44200
H -1.69943 0.32855 -3.88601
H 0.04239 0.49289 -3.61542
H -1.09530 0.80243 -2.28452
H -1.29661 -2.07664 -4.64834
H -1.25965 -4.40493 -3.86503
H -0.51424 -6.42316 0.41640
C -0.08606 2.82497 0.73899
Si -1.82736 2.22769 1.33117
C -1.84260 3.21918 2.97944
C -2.97173 3.25660 0.20952
C -2.57414 0.59811 1.79814
Si -3.75068 -0.44773 0.82202
C -5.04919 0.65033 -0.04224
C -4.81129 -1.28991 2.18701
C -3.74017 -1.95227 -0.37404
H 0.00248 3.91663 0.86936
H 0.09587 2.58594 -0.31079
H 0.70129 2.34981 1.33688
H -1.58096 4.28136 2.82082
H -1.11398 2.79683 3.69017
H -2.83635 3.16550 3.44476
H -2.63748 4.30588 0.17260
H -4.00250 3.23527 0.58772
H -2.97871 2.85673 -0.81038
H -1.96164 0.01988 2.50351
H -5.40753 1.42771 0.64831
H -5.90980 0.03321 -0.34510
H -4.65325 1.14800 -0.93740
H -5.18093 -0.53677 2.89820
H -4.22520 -2.03088 2.75350
H -5.67843 -1.81270 1.74918
H -3.30514 -1.72442 -1.35267
H -4.77984 -2.28357 -0.52525
H -3.18610 -2.79598 0.05900
C 5.69536 -1.98139 -3.97652
Ge 4.02554 -1.40375 -3.09505
C 3.33699 0.11797 -4.12384
C 2.74539 -2.86919 -3.20955
C 4.41120 -0.95134 -1.23501
Se 2.88626 -1.34106 -0.04112
C 1.95836 0.30331 -0.50115
H 5.51025 -2.26656 -5.01742
H 6.10954 -2.84830 -3.45052
H 6.44472 -1.18285 -3.96399
H 3.23040 -0.16336 -5.17596
H 4.00801 0.97905 -4.05869
H 2.35507 0.41789 -3.74711
H 2.54291 -3.13954 -4.25124
H 1.80523 -2.58346 -2.72726
H 3.12836 -3.74880 -2.68345
H 4.68718 0.09829 -1.12201
H 5.24556 -1.56213 -0.88375
H 1.91512 0.38605 -1.58726
H 2.51663 1.14137 -0.08958
H 0.91676 0.31481 -0.12219
*
```


(5)
Computed, not measured: a structure of composition C22H39BrClIrN4OP at a distorted geometry, with the ωB97M-V functional and the def2-TZVPD basis.

## Properties
E (eV): -126142.34902

Structure (ORCA input):
```
! wB97M-V def2-TZVPD RIJCOSX def2/J DEFGRID3
* xyz 1 5
Ir -1.24865 0.47501 -0.99080
C 4.40156 1.99831 4.57413
C 3.56268 0.70824 4.63097
C 2.68861 0.74920 5.88617
C 4.50238 -0.50856 4.72689
C 2.74423 0.58973 3.36499
C 1.34232 0.55641 3.37685
C 0.67636 0.41212 2.19650
Br -1.21868 0.36598 2.15731
C 1.32863 0.24543 0.92535
O 0.66211 -0.02208 -0.10941
C 2.77737 0.36471 0.91263
C 3.40589 0.51932 2.11922
C 3.54284 0.37274 -0.40579
C 3.40306 -0.98210 -1.12605
C 5.03451 0.62777 -0.18079
C 2.99418 1.51157 -1.28851
H 4.99518 2.07828 5.48503
H 3.75869 2.87714 4.50279
H 5.08456 2.00331 3.72455
H 3.33078 0.81728 6.76352
H 2.08502 -0.15504 5.98593
H 2.02932 1.61928 5.89115
H 5.06738 -0.45090 5.65746
H 5.21473 -0.54023 3.90222
H 3.93518 -1.44088 4.72642
H 0.77772 0.64162 4.29364
H 4.48364 0.59094 2.11897
H 3.79567 -1.78664 -0.50087
H 3.97636 -0.96013 -2.05394
H 2.36964 -1.20104 -1.37290
H 5.49316 -0.16260 0.41673
H 5.21349 1.59229 0.29876
H 5.53586 0.64163 -1.14818
H 1.95950 1.33171 -1.57483
H 3.58743 1.58590 -2.20038
H 3.05617 2.46673 -0.76313
C -1.74457 -3.32907 -1.03752
C -2.88001 -2.68430 -0.23873
P -3.21393 -0.99481 -0.86248
C -3.92866 -1.23381 -2.53634
C -5.16441 -2.12335 -2.66021
C -4.55791 -0.28718 0.17187
C -5.54602 -1.28246 0.78372
H -1.42206 -4.25905 -0.57141
H -0.88495 -2.65750 -1.09583
H -2.05874 -3.56127 -2.05570
H -2.60485 -2.59116 0.81422
H -3.78911 -3.28505 -0.29040
H -3.11447 -1.62720 -3.14922
H -4.14642 -0.22885 -2.90867
H -4.99718 -3.11513 -2.24025
H -5.40507 -2.24550 -3.71639
H -6.03174 -1.68151 -2.17251
H -5.06948 0.44213 -0.45981
H -4.07113 0.27737 0.96977
H -6.07086 -1.86089 0.02612
H -6.29217 -0.73934 1.36395
H -5.04250 -1.97329 1.45960
Cl -2.54508 2.46471 -1.23392
N -3.18951 1.85001 -6.82213
C -2.69430 1.91723 -5.57949
N -2.88225 3.02236 -4.86166
N -2.03422 0.85642 -5.14872
C -1.45828 0.64917 -4.02736
N -0.86205 0.23322 -3.10628
H -3.61451 2.64541 -7.26128
H -3.00353 1.02841 -7.36790
H -3.43052 3.78375 -5.22227
H -2.59836 3.05810 -3.88536
*
```


(6)
Computed, not measured: a structure of composition C22H39Cl2LaN4O4 at a distorted geometry, with the ωB97M-V functional and the def2-TZVPD basis.

## Properties
E (eV): -63503.47013

Structure (ORCA input):
```
! wB97M-V def2-TZVPD RIJCOSX def2/J DEFGRID3
* xyz 0 1
O 0.27127 -2.20970 -0.40375
C 1.08008 -2.85769 -1.10228
C 0.67703 -4.15804 -1.63271
C -0.47179 -4.78617 -1.08565
H -1.07168 -4.25467 -0.35737
C -0.81159 -6.08235 -1.47070
H -1.69763 -6.54155 -1.02225
C -0.05775 -6.74798 -2.44493
H -0.34993 -7.75592 -2.75611
C 1.01374 -6.08643 -3.06591
H 1.54259 -6.58763 -3.87612
C 1.36385 -4.79344 -2.68116
H 2.16275 -4.25300 -3.18595
H 2.06476 -2.37654 -1.29199
C 3.07613 -2.56355 1.12829
C 2.82530 -1.37273 0.33165
H 4.09044 -2.49257 1.57722
H 3.04008 -3.48042 0.50138
H 2.31997 -2.67479 1.93234
C 3.28799 -0.13546 0.30077
C 4.51331 0.30975 1.10056
H 2.86073 0.65088 -0.33451
H 5.24263 -0.51419 1.10047
H 4.28962 0.56038 2.15017
H 4.97337 1.18781 0.62837
La -0.47727 -0.07751 -0.11350
Cl -1.53148 -1.56471 1.98077
Cl -0.18651 -0.71651 -2.97283
H -3.95288 -3.02894 -1.39606
H -5.72775 -2.56755 -0.06712
C -3.27662 -2.25731 -1.01162
C -5.19892 -1.80440 0.50975
N -4.09832 -1.28748 -0.29277
H -2.71922 -1.78351 -1.83050
C -3.76966 -0.00709 -0.17424
O -2.72102 0.51066 -0.66189
H -5.87787 -0.97931 0.74749
H -4.47865 0.60260 0.40393
H -2.57100 -2.73669 -0.31649
H -4.82784 -2.24388 1.44843
H 1.09355 5.05287 -2.71972
H -0.30653 3.78604 -4.81098
C 1.58565 4.07949 -2.60370
C 0.41875 2.99704 -4.56174
N 0.73972 3.02695 -3.14301
H 1.76142 3.87553 -1.54498
C 0.16836 2.16661 -2.31290
O 0.55948 1.98155 -1.12674
H -0.01618 2.01398 -4.78098
H -0.66129 1.57950 -2.72911
H 2.53419 4.10510 -3.14890
H 1.33486 3.14456 -5.14262
C -2.43501 1.82766 2.68498
N -1.32802 2.72527 2.95955
C -1.69686 4.00577 3.54019
C -0.11728 2.46016 2.40057
O 0.02606 1.49588 1.59169
N 0.94889 3.25222 2.66591
C 1.10934 4.05096 3.86768
C 2.16916 2.97595 1.92601
H -3.22736 2.04171 3.40177
H -2.13045 0.78195 2.77899
H -2.81716 1.97847 1.66926
H -1.44813 4.07373 4.60174
H -1.25542 4.84857 3.00924
H -2.77960 4.09953 3.46697
H 0.61895 3.59914 4.74004
H 2.17869 4.11616 4.07327
H 0.70490 5.06247 3.73673
H 2.63826 2.02668 2.22654
H 1.95501 2.92099 0.85300
H 2.85381 3.80510 2.13806
*
```